(1)
Formula: C19H34BrMnN3OS2Sb
Source: the Open Molecules 2025 dataset
Level of theory: ωB97M-V/def2-TZVPD

The HOMO-LUMO gap (alpha / beta) is 7.848 / 7.658 eV. The electronic energy comes out at -5744.40025 Ha.

Structure (ORCA input):
```
! wB97M-V def2-TZVPD RIJCOSX def2/J DEFGRID3
* xyz 3 2
C 2.79 0.17 -3.89
H 5.88 2.99 -1.12
C 5.18 2.15 -1.13
H 3.57 -0.50 -3.54
C 0.59 1.26 -3.32
C 1.64 0.25 -2.93
H -3.34 -4.72 1.04
H 5.53 1.44 -0.38
O -2.92 -1.51 1.05
H -7.50 -0.38 3.40
H 5.16 -1.08 -0.31
H 3.30 3.32 -2.81
H 0.59 3.70 -0.57
C 3.54 -0.37 1.85
H 3.76 3.04 0.23
H 2.73 0.21 2.30
H 3.75 -1.20 2.53
C -4.44 0.10 1.98
H 0.19 0.98 -4.30
H -2.86 -3.88 -0.47
C -5.15 -2.21 1.78
C 3.31 3.71 -1.79
H -7.10 -2.66 2.53
H -5.87 1.39 2.94
C -4.19 -1.23 1.61
C -6.59 -0.61 2.87
H 1.20 -0.74 -2.76
C 4.27 -1.69 -0.18
H 4.44 0.24 1.80
C -6.35 -1.90 2.41
C -2.54 -4.20 0.52
N -0.33 3.34 -0.76
C -3.62 1.22 1.59
C -5.66 0.38 2.64
H -3.36 -3.44 3.26
S 0.34 1.12 0.67
H -1.01 4.02 -1.09
H -3.91 2.20 1.95
H 3.23 1.15 -4.09
H 2.33 4.10 -1.53
S -1.92 -2.76 1.41
H -0.26 1.27 -2.62
C -2.31 -3.22 3.10
H 4.55 -2.54 0.44
C -0.81 2.32 -0.03
H 5.23 1.70 -2.11
H 1.00 2.26 -3.41
H 3.96 -2.08 -1.15
N -2.64 1.13 0.76
Br -1.30 -1.46 -1.66
Sb 2.44 0.81 -0.83
H 4.00 4.55 -1.78
H -1.99 -2.43 3.77
H -1.69 -4.87 0.40
H 2.25 -1.54 0.56
Mn -1.65 0.34 -0.51
H 2.42 -0.21 -4.83
N -2.10 2.17 0.12
H -5.00 -3.21 1.41
H -1.72 -4.11 3.32
C 3.16 -0.94 0.50
C 3.82 2.69 -0.80
*
```



(2)
Formula: C7H28N13O10
Source: the Open Molecules 2025 dataset
Level of theory: ωB97M-V/def2-TZVPD

The HOMO-LUMO gap is 8.049 eV. The electronic energy comes out at -1747.80003 Ha.

Structure (ORCA input):
```
! wB97M-V def2-TZVPD RIJCOSX def2/J DEFGRID3
* xyz -1 1
C 4.19 -1.79 -1.29
H -1.12 0.34 4.82
N -1.66 1.13 4.49
H -1.64 -0.51 -5.51
N -2.38 2.49 -0.31
N 2.38 3.18 -0.34
H 1.07 -3.04 6.26
O -1.31 2.42 -4.76
H 0.05 0.59 2.01
O -1.99 1.99 2.47
N 0.76 -0.06 -0.71
N 3.33 2.05 -1.96
H 2.88 -1.86 -2.61
O -3.88 4.08 -0.85
C 3.39 3.08 -1.14
H 4.26 1.92 -2.32
H -2.59 1.35 4.82
H -3.32 -2.64 1.49
H -0.78 -4.06 -0.81
H -0.54 1.00 -2.93
H -2.84 2.31 0.57
H 1.49 2.70 -0.35
H 3.96 -2.72 -0.77
N 0.88 -3.29 5.30
O 0.01 0.87 -0.89
N -2.07 0.40 -5.48
O 0.77 -0.64 0.36
H 0.01 0.06 3.72
H -1.41 -0.43 -3.50
O 4.33 3.79 -1.09
C -3.04 3.29 -1.09
O 1.48 -0.40 -1.62
O 3.83 -1.99 -2.61
H -0.35 -2.64 0.09
H -3.16 3.54 -2.99
H -1.47 2.10 -0.49
N -1.06 0.50 -3.64
C 0.30 -2.39 4.59
H 1.44 -2.96 3.04
H -2.72 0.65 -6.21
N -2.67 3.04 -2.26
C -1.36 1.21 -4.72
C -1.30 1.38 3.21
N 0.66 -2.41 3.37
C -2.07 -3.70 0.38
H 2.78 1.23 -1.76
N -0.25 0.69 2.97
N -2.35 -2.80 1.27
O -0.49 -1.54 4.97
H 3.60 -1.07 -0.73
H -1.68 -2.18 1.69
N -0.87 -3.51 0.03
H 5.12 -1.26 -1.47
H 0.26 -1.76 2.72
O -2.91 -4.38 -0.21
H -1.83 2.50 -2.38
H 2.30 3.85 0.40
H 1.60 -3.72 4.74
*
```



(3)
Formula: CH3FS2
Source: the Open Molecules 2025 dataset
Level of theory: ωB97M-V/def2-TZVPD

The HOMO-LUMO gap is 6.958 eV. The electronic energy comes out at -935.97568 Ha.

Structure (ORCA input):
```
! wB97M-V def2-TZVPD RIJCOSX def2/J DEFGRID3
* xyz 0 1
S 1.77 0.31 -0.11
H -1.42 0.81 0.68
H 0.93 1.36 -0.15
S -1.07 -0.72 -0.12
H 0.99 -1.90 -0.06
C 0.54 -0.91 -0.09
F -1.73 1.04 -0.16
*
```